(1)
The following is a quantum chemistry calculation of an isolated molecule of C14H22N2OS, from OMol25.

```
40
C14H22N2OS ωB97M-V/def2-TZVPD
C -1.56 4.57 3.82
C -0.55 3.48 3.47
H 0.02 3.21 4.36
H 0.15 3.86 2.73
C -1.25 2.24 2.91
C -0.26 1.18 2.56
C 0.15 0.79 1.33
C 1.15 -0.23 1.36
C 1.48 -0.58 2.63
S 0.58 0.30 3.80
H 2.20 -1.31 2.95
C 1.83 -0.78 0.15
O 2.97 -0.47 -0.12
N 1.11 -1.62 -0.63
C -0.23 -2.07 -0.32
H -0.62 -1.46 0.49
C -1.18 -1.97 -1.53
H -1.16 -2.90 -2.10
H -2.20 -1.86 -1.15
C -0.87 -0.80 -2.48
N 0.12 -1.04 -3.50
C -0.22 -2.08 -4.45
H -0.12 -3.10 -4.06
H -1.24 -1.93 -4.78
H 0.44 -1.98 -5.31
C 1.48 -1.12 -3.00
C 1.72 -2.11 -1.85
H 1.32 -3.09 -2.08
H 2.80 -2.18 -1.67
H 2.13 -1.37 -3.84
H 1.77 -0.12 -2.65
H -1.80 -0.52 -3.00
H -0.55 0.07 -1.90
H -0.20 -3.11 0.03
H -0.23 1.21 0.41
H -1.81 2.50 2.02
H -1.94 1.86 3.66
H -1.05 5.45 4.22
H -2.12 4.87 2.95
H -2.26 4.21 4.58
```

Properties
LUMO energy ... 0.74 eV
Orbital gap ... 9.00 eV
SMILES ... CCCc1cc(C(=O)N2CCCN(C)CC2)cs1
Charge ... 0
Energy relative to the best compared isomer or geometry (same formula, charge and spin) ... 1.119 eV

---

(2)
The following is a quantum chemistry calculation of a structure of composition C8H13BrO7Pd in a non-equilibrium geometry, from OMol25.

```
30
C8H13BrO7Pd ωB97M-V/def2-TZVPD
Pd 18.75 6.46 -7.32
Br 20.14 4.30 -7.51
C 18.35 3.01 -10.86
C 16.96 3.55 -11.26
O 16.92 4.90 -11.42
H 19.12 3.18 -11.62
H 18.31 1.92 -10.81
H 18.70 3.49 -9.95
H 16.31 3.28 -10.42
H 16.63 2.96 -12.12
C 23.98 3.87 -7.06
C 24.54 2.48 -6.72
O 25.49 2.73 -5.70
C 25.34 3.99 -5.24
O 25.92 4.46 -4.32
O 24.47 4.68 -6.01
H 22.91 3.86 -7.23
H 24.44 4.25 -7.98
H 24.91 1.92 -7.58
H 23.76 1.85 -6.29
C 19.36 0.71 -7.29
C 20.72 0.03 -7.21
O 21.25 0.59 -5.99
C 20.23 1.03 -5.22
O 20.35 1.38 -4.09
O 19.07 0.99 -5.90
H 18.55 0.03 -7.56
H 19.39 1.62 -7.88
H 21.40 0.36 -7.99
H 20.72 -1.05 -7.10
```

Properties
LUMO energy (alpha / beta) ... -1.86 / -2.77 eV
Multiplicity ... 3
Orbital gap (alpha / beta) ... 8.13 / 7.13 eV
Charge ... 0

---

(3)
The following is a quantum chemistry calculation of a cluster of 3 separate species, C24H39N2O5 in total in a non-equilibrium geometry, from OMol25.

```
70
C24H39N2O5 ωB97M-V/def2-TZVPD
C 2.95 5.72 0.39
C 2.22 5.61 -0.71
C 1.79 5.03 -2.18
C 1.19 3.53 -2.12
C 1.49 2.72 -0.76
C 1.37 1.11 -0.89
C 2.63 0.23 -0.40
C 2.62 -1.34 -0.43
C 3.90 -2.13 0.13
O 4.98 -1.50 0.41
O 3.91 -3.56 0.39
C 3.75 -3.66 1.86
C 1.31 -2.03 -1.02
N 1.19 -3.50 -1.14
C 0.12 -1.10 -1.48
N 0.20 0.38 -1.38
C -1.05 1.11 -1.82
C -1.80 1.90 -0.62
C -2.96 2.87 -1.18
C -4.41 2.47 -0.52
C -4.65 3.17 0.92
O -3.44 3.76 1.49
C -2.81 2.87 2.46
H 3.56 5.73 1.38
H 0.93 5.73 -2.53
H 2.62 5.14 -2.96
H 1.51 2.99 -3.09
H 0.03 3.64 -2.17
H 2.62 2.92 -0.50
H 0.91 3.12 0.17
H 3.57 0.78 0.02
H 3.42 -4.72 2.15
H 2.96 -2.91 2.24
H 4.76 -3.40 2.36
H 0.15 -3.68 -1.16
H 1.49 -3.87 -0.21
H -0.82 -1.60 -1.90
H -0.82 1.79 -2.74
H -1.81 0.33 -2.22
H -2.34 1.07 0.01
H -1.09 2.43 0.11
H -3.08 2.62 -2.32
H -2.71 3.98 -1.03
H -5.25 2.82 -1.24
H -4.53 1.33 -0.37
H -5.11 2.40 1.68
H -5.43 4.01 0.80
H -3.08 3.12 3.56
H -3.10 1.76 2.20
H -1.67 2.96 2.29
C 6.77 -7.17 3.99
C 5.93 -5.99 4.41
O 5.29 -5.34 3.59
C 5.90 -5.64 5.87
H 6.69 -7.30 2.91
H 7.81 -6.99 4.25
H 6.40 -8.07 4.48
H 6.91 -5.39 6.21
H 5.50 -6.47 6.44
H 5.25 -4.77 6.02
C -5.46 0.65 -3.75
C -6.15 -0.49 -3.06
O -5.52 -1.26 -2.35
C -7.63 -0.65 -3.27
H -4.40 0.64 -3.51
H -5.58 0.55 -4.84
H -5.89 1.60 -3.42
H -7.84 -0.81 -4.33
H -8.15 0.24 -2.91
H -7.99 -1.51 -2.70
```

Properties
LUMO energy ... -4.74 eV
Orbital gap ... 6.79 eV
Charge ... +1
Energy relative to the best compared isomer or geometry (same formula, charge and spin) ... 8.110 eV

---

(4)
The following is a quantum chemistry calculation of a structure of composition C24H51Br9N3O16P in a non-equilibrium geometry, from OMol25.

```
104
C24H51Br9N3O16P ωB97M-V/def2-TZVPD
C -10.32 18.31 6.28
Br -10.58 18.14 8.26
Br -12.13 18.23 5.40
Br -8.99 17.11 5.47
H -10.02 19.33 6.06
C -13.28 11.29 1.90
Br -12.44 10.99 3.72
Br -12.26 12.85 1.14
Br -15.23 11.66 2.09
H -13.19 10.42 1.25
C -1.47 13.14 -3.15
Br -2.18 14.72 -4.19
Br 0.43 13.20 -2.68
Br -1.85 11.46 -4.02
H -2.06 13.24 -2.24
O -2.42 21.41 -3.83
P -3.01 22.16 -2.65
N -4.45 23.15 -2.91
C -5.10 23.96 -1.82
C -5.16 23.10 -4.19
N -2.05 23.42 -2.02
C -1.03 24.03 -2.86
C -2.24 24.00 -0.66
N -3.34 21.22 -1.32
C -4.57 20.39 -1.26
C -2.26 20.37 -0.80
H -6.05 24.41 -2.10
H -4.50 24.86 -1.66
H -5.30 23.40 -0.91
H -4.99 24.12 -4.51
H -6.20 22.77 -4.15
H -4.71 22.54 -5.01
H -1.44 24.22 -3.85
H -0.76 25.02 -2.47
H -0.13 23.41 -2.91
H -2.43 25.06 -0.82
H -3.08 23.54 -0.15
H -1.26 23.98 -0.17
H -4.71 20.05 -0.23
H -5.43 21.05 -1.26
H -4.67 19.66 -2.06
H -1.90 19.68 -1.56
H -2.52 19.91 0.15
H -1.39 20.96 -0.50
C -5.92 14.18 0.80
O -4.70 13.51 1.18
C -3.86 14.02 2.09
O -3.94 15.19 2.50
O -3.08 13.11 2.46
C -2.03 13.18 3.39
H -5.75 14.73 -0.12
H -6.44 14.76 1.56
H -6.63 13.40 0.54
H -1.36 12.35 3.18
H -2.35 13.24 4.43
H -1.37 14.05 3.26
C -3.92 25.85 7.83
O -4.12 24.54 7.35
C -3.58 24.05 6.19
O -3.09 24.75 5.29
O -3.70 22.68 6.18
C -3.22 21.86 5.09
H -2.87 26.12 7.91
H -4.22 26.05 8.86
H -4.51 26.49 7.18
H -3.44 22.39 4.16
H -3.76 20.92 4.99
H -2.14 21.69 5.13
C 6.07 8.47 2.20
O 5.93 9.45 3.25
C 4.85 10.30 3.32
O 3.97 10.41 2.44
O 4.93 10.99 4.43
C 4.08 12.06 4.75
H 5.28 7.76 2.43
H 7.02 7.95 2.29
H 6.07 8.88 1.18
H 4.43 12.50 5.68
H 3.05 11.78 4.94
H 4.16 12.86 4.01
C 1.51 3.97 8.09
O 1.45 5.37 7.55
C 0.61 6.16 8.15
O -0.24 5.88 8.99
O 0.80 7.35 7.59
C 0.19 8.49 8.24
H 1.81 3.74 9.11
H 2.16 3.48 7.36
H 0.50 3.56 8.06
H 0.63 8.51 9.23
H -0.89 8.43 8.40
H 0.44 9.45 7.79
C 2.74 17.97 7.17
O 1.53 17.30 6.93
C 0.55 17.48 7.84
O 0.68 18.04 8.92
O -0.58 17.02 7.29
C -1.82 16.99 8.00
H 3.49 17.78 6.40
H 3.29 17.84 8.10
H 2.52 19.03 7.07
H -2.44 16.16 7.67
H -2.26 17.97 7.82
H -1.65 16.74 9.05
```

Properties
LUMO energy ... -0.61 eV
Orbital gap ... 7.41 eV
Charge ... 0